13
Properties=species:S:1:pos:R:3:forces:R:3 method="wB97M-V/def2-TZVPD" largest_force_ha_per_bohr=0.0666 energy_ev=-7792.8408 relative_energy_kcal_mol=156.9 homo_lumo_gap_ev="8.661 / 8.381" homo_energy_ev="-8.214 / -7.664"
C -0.744 -1.992 -0.369 0.26 -2.96 -0.41
C -0.652 -0.661 0.265 -0.99 0.46 -0.97
C 0.464 0.092 -0.173 0.85 3.31 0.24
C 0.368 1.599 -0.050 0.61 0.31 -1.61
N -1.477 -0.247 -0.995 0.83 1.49 0.96
O -1.260 -1.466 -1.549 -1.21 0.18 -1.73
H 0.162 -2.498 -0.800 -0.44 -0.25 1.83
H -1.567 -2.578 0.080 1.00 -0.51 0.04
H -1.127 -0.394 1.194 0.00 -0.24 0.45
H 1.329 -0.201 -0.685 0.69 -1.38 -0.83
H 1.196 2.257 0.331 -0.20 -1.23 -0.48
H -0.399 1.705 0.643 -1.76 1.01 1.09
H 0.042 1.999 -1.067 0.37 -0.19 1.41